# 1
{"formula": "C10H18N2O3", "method": "ωB97M-V with the def2-TZVPD basis set", "lumo_ev": 0.65, "smiles": "CC(C)[C@H](N)C(=O)N1CCC[C@H]1C(=O)O", "relative_energy_ev": 0.928, "spin_multiplicity": 1, "symbols": ["C", "C", "C", "C", "C", "C", "C", "C", "C", "C", "H", "H", "H", "H", "H", "H", "H", "H", "H", "H", "H", "H", "H", "H", "H", "H", "H", "H", "N", "N", "O", "O", "O"], "coordinates": [[1.369, -0.031, -0.530], [0.628, 0.815, 0.498], [2.789, 0.559, -0.819], [3.593, 0.335, 0.412], [3.334, -0.261, -2.013], [-1.164, -0.933, 0.732], [-1.777, -0.967, -0.659], [-2.251, -0.944, 1.780], [-2.832, 0.449, 1.781], [-1.519, 1.353, 1.557], [0.286, 0.808, -2.030], [1.170, -0.611, -2.401], [1.677, -1.019, -0.229], [2.691, 1.655, -1.021], [3.328, 1.070, 1.189], [3.532, -0.686, 0.825], [4.656, 0.568, 0.153], [2.782, -0.147, -2.917], [4.346, 0.088, -2.194], [3.489, -1.311, -1.730], [-0.489, -1.738, 0.859], [-1.738, -1.065, 2.745], [-3.045, -1.677, 1.581], [-3.519, 0.555, 0.931], [-3.389, 0.741, 2.727], [-1.745, 2.239, 0.985], [-1.060, 1.711, 2.449], [-2.307, -2.220, -1.933], [0.601, -0.118, -1.694], [-0.620, 0.387, 0.883], [1.112, 1.864, 0.961], [-2.300, -0.044, -1.182], [-1.757, -2.207, -1.121]], "atomic_forces_ev_per_a": [[2.021, 1.605, 0.336], [0.082, 0.607, 1.562], [-1.526, -0.349, -0.355], [2.037, 0.997, 0.639], [1.435, 0.711, 1.369], [-0.855, 1.436, -1.277], [0.461, -0.910, 1.325], [-0.638, -0.213, 0.868], [0.517, 1.812, 0.509], [-1.488, -1.830, -0.144], [0.375, -0.853, 0.082], [-1.094, 0.686, 0.389], [-0.689, -0.750, 0.716], [0.201, -0.902, -0.100], [-0.052, -0.493, -0.210], [0.017, 0.293, -0.265], [-0.485, -0.454, 0.436], [-0.243, -0.017, -0.660], [0.203, 0.153, -0.294], [-0.479, 0.016, -0.102], [0.932, -0.573, 0.111], [-0.372, -0.554, -0.169], [0.500, -0.166, 0.350], [0.231, 0.238, 0.227], [0.766, -0.510, -1.106], [0.107, 0.065, -0.681], [0.239, 0.013, 0.972], [0.462, -0.035, 0.365], [-1.386, -0.494, -2.079], [1.367, 1.690, 0.325], [-1.010, -1.268, -1.034], [-0.926, 1.038, -0.916], [-0.710, -0.990, -1.191]], "nbo_charge": [-0.150, 0.699, -0.222, -0.627, -0.628, -0.156, 0.824, -0.398, -0.411, -0.203, 0.374, 0.372, 0.198, 0.223, 0.246, 0.196, 0.204, 0.200, 0.220, 0.205, 0.230, 0.215, 0.225, 0.221, 0.219, 0.212, 0.204, 0.493, -0.838, -0.432, -0.628, -0.608, -0.682]}

=====

# 2
{"formula": "C10H18N2O3S", "method": "ωB97M-V with the def2-TZVPD basis set", "lumo_ev": 0.14, "relative_energy_ev": 11.110, "spin_multiplicity": 1, "symbols": ["C", "C", "C", "C", "C", "C", "C", "C", "C", "C", "H", "H", "H", "H", "H", "H", "H", "H", "H", "H", "H", "H", "H", "H", "H", "H", "H", "H", "N", "N", "O", "O", "O", "S"], "coordinates": [[3.209, -0.796, -0.821], [1.643, -0.826, -0.779], [3.540, -1.518, 0.461], [3.688, -0.340, 1.388], [4.553, 0.535, 0.621], [-0.306, 0.422, -0.599], [-0.640, 1.910, -0.197], [-1.577, -0.178, 0.261], [-2.866, 0.001, -0.567], [-5.629, -0.634, 0.037], [3.762, 1.404, -1.367], [3.363, -1.269, -1.788], [4.396, -2.360, 0.442], [2.541, -2.062, 0.939], [3.881, -0.851, 2.387], [2.538, -0.009, 1.582], [5.632, -0.265, 0.387], [5.100, 1.661, 0.990], [1.687, 0.978, 0.376], [-0.479, 0.377, -1.732], [-2.097, 0.559, 1.335], [-1.415, -1.459, 0.541], [-3.342, 0.961, -0.569], [-2.503, -0.224, -1.695], [-5.939, 0.434, 0.558], [-6.335, -1.224, 0.634], [-5.794, -0.833, -1.012], [-0.525, 1.188, 1.813], [3.600, 0.581, -0.567], [0.985, 0.240, -0.164], [0.974, -1.714, -1.091], [-1.078, 2.798, -1.022], [-0.982, 1.991, 1.417], [-3.848, -1.175, 0.502]], "atomic_forces_ev_per_a": [[-3.110, 0.587, -0.738], [2.055, 3.949, 2.459], [-1.451, -3.780, 1.504], [-2.729, -2.232, 4.583], [4.378, 1.603, -1.686], [-3.754, 3.524, 1.727], [-4.437, 3.358, -2.082], [-1.024, -1.435, 1.806], [1.726, -2.616, -1.308], [0.139, 1.418, 3.003], [-0.298, -3.621, 2.618], [1.028, 0.020, -0.019], [-1.693, 2.344, 0.029], [2.661, 0.734, -1.698], [0.832, 1.384, -0.911], [2.986, -0.060, -0.416], [-2.867, 2.640, 0.486], [-2.352, -3.465, -1.076], [-2.784, -2.061, -2.575], [0.324, -0.377, 1.652], [2.466, -3.150, -3.181], [-0.328, 4.019, -0.920], [0.043, 0.617, 0.294], [-1.790, -0.190, 2.229], [1.273, -2.173, -2.152], [0.419, -0.578, -0.312], [-0.142, 0.621, -0.147], [-0.626, 1.475, -0.874], [2.896, 3.754, -1.696], [5.221, 1.037, 1.653], [-2.375, -4.687, -2.708], [2.874, -4.598, 5.526], [2.760, 0.778, -3.119], [-2.320, 1.160, -1.948]], "nbo_charge": [-0.183, 0.712, -0.396, -0.474, -0.217, -0.156, 0.810, -0.504, -0.547, -0.738, 0.421, 0.234, 0.240, 0.236, 0.242, 0.205, 0.156, 0.247, 0.454, 0.242, 0.310, 0.258, 0.222, 0.203, 0.223, 0.224, 0.223, 0.480, -0.695, -0.724, -0.586, -0.528, -0.767, 0.174]}

=====

# 3
{"formula": "C10H18N2O5", "method": "ωB97M-V with the def2-TZVPD basis set", "lumo_ev": 0.24, "smiles": "CC(C)C[C@H](N)C(=O)N[C@@H](CC(=O)O)C(=O)O", "relative_energy_ev": 1.101, "spin_multiplicity": 1, "symbols": ["C", "C", "C", "C", "C", "C", "C", "C", "C", "C", "H", "H", "H", "H", "H", "H", "H", "H", "H", "H", "H", "H", "H", "H", "H", "H", "H", "H", "N", "N", "O", "O", "O", "O", "O"], "coordinates": [[1.078, -0.607, -0.134], [-0.228, -0.585, -0.913], [1.691, 0.781, -0.203], [2.987, 0.966, 0.591], [4.216, 0.549, -0.224], [3.056, 0.188, 1.927], [-2.418, 0.213, -0.914], [-3.113, 1.418, -0.320], [-3.229, -1.048, -0.578], [-3.643, -1.054, 0.852], [1.483, -2.555, -0.751], [2.153, -1.392, -1.662], [0.859, -0.899, 0.898], [0.915, 1.510, 0.114], [1.942, 0.915, -1.301], [3.102, 2.042, 0.765], [4.511, 1.357, -0.954], [5.069, 0.436, 0.451], [4.017, -0.360, -0.805], [3.948, 0.537, 2.448], [2.159, 0.327, 2.541], [3.224, -0.902, 1.745], [-1.050, 0.785, 0.523], [-2.443, 0.367, -2.040], [-2.573, -1.937, -0.757], [-4.149, -1.047, -1.228], [-4.977, -0.705, 2.069], [-4.186, 1.656, -1.832], [1.955, -1.629, -0.706], [-1.166, 0.167, -0.306], [-0.423, -1.224, -1.954], [-2.743, 1.826, 0.754], [-2.951, -1.408, 1.768], [-4.929, -0.711, 1.087], [-4.140, 2.022, -0.949]], "atomic_forces_ev_per_a": [[0.193, -1.161, -0.749], [0.408, -0.627, 0.118], [0.274, 0.082, -0.805], [0.464, -0.390, 0.128], [0.273, 0.962, -1.014], [-0.061, -0.230, -0.517], [-2.109, 0.803, -1.401], [-0.025, 0.910, 1.221], [-0.884, -0.489, -1.277], [-0.383, -0.827, 0.915], [0.326, 1.079, 0.130], [0.028, 0.088, -0.457], [-0.063, 0.122, -0.033], [0.616, -0.242, -0.327], [-0.466, 0.371, 1.043], [-0.147, -0.107, 0.330], [-0.361, -0.716, 0.573], [-0.001, -0.259, -0.207], [0.315, 0.123, 0.443], [-0.189, 0.050, 0.291], [0.248, -0.023, 0.050], [-0.352, 0.783, 0.009], [0.086, -0.930, -0.887], [0.681, -0.496, 1.146], [-0.728, 0.781, -0.051], [0.916, -0.354, 0.600], [-0.215, -0.010, -0.610], [-0.347, -0.085, -0.509], [-0.085, -0.793, 0.709], [0.728, 0.470, -0.151], [-0.045, 0.886, 1.131], [-0.409, 0.244, -0.196], [0.572, 0.101, -0.008], [0.172, 0.362, 0.205], [0.573, -0.476, 0.155]], "nbo_charge": [-0.152, 0.684, -0.388, -0.222, -0.610, -0.620, -0.139, 0.782, -0.516, 0.775, 0.372, 0.359, 0.216, 0.210, 0.207, 0.199, 0.199, 0.207, 0.224, 0.212, 0.203, 0.221, 0.454, 0.227, 0.277, 0.233, 0.502, 0.482, -0.828, -0.644, -0.644, -0.579, -0.586, -0.680, -0.638]}

=====

# 4
{"formula": "C10H18N2OS", "method": "ωB97M-V with the def2-TZVPD basis set", "lumo_ev": -1.10, "relative_energy_ev": 10.624, "spin_multiplicity": 1, "symbols": ["C", "C", "C", "C", "C", "C", "C", "C", "C", "C", "H", "H", "H", "H", "H", "H", "H", "H", "H", "H", "H", "H", "H", "H", "H", "H", "H", "H", "N", "N", "O", "S"], "coordinates": [[-5.622, -0.405, 0.641], [-4.374, 0.072, 0.029], [-3.942, 1.330, -0.123], [-2.555, 1.305, -0.434], [-1.985, 0.073, -0.408], [-0.481, -0.319, -0.718], [0.922, 0.704, 0.702], [2.163, -0.189, 1.138], [4.330, -1.010, 0.250], [5.356, -0.393, -0.727], [-6.378, -0.688, -0.097], [-5.092, -1.309, 1.324], [-6.052, 0.381, 1.486], [-4.422, 2.243, 0.291], [-2.093, 2.398, -0.303], [0.059, -1.229, -0.140], [-0.553, -0.555, -1.753], [1.386, 0.384, -1.207], [1.184, 1.858, 0.703], [0.051, 0.355, 1.450], [1.950, -1.244, 0.830], [2.034, -0.025, 2.247], [4.259, 0.831, 0.940], [5.005, -1.566, 1.231], [3.743, -1.743, -0.455], [4.749, -0.392, -1.684], [6.289, -1.220, -0.861], [7.302, 0.587, 0.089], [0.500, 0.705, -0.709], [3.508, 0.219, 0.499], [5.807, 0.712, -0.097], [-3.176, -1.140, -0.246]], "atomic_forces_ev_per_a": [[0.425, -0.652, 4.145], [-1.117, -0.199, 0.033], [0.510, 0.195, 0.597], [1.344, 3.711, 1.357], [2.808, 0.325, -0.532], [-0.433, -2.181, -0.745], [0.906, 2.793, 1.005], [-0.309, 1.894, -0.058], [0.863, -0.824, -0.503], [1.332, -5.897, -0.338], [-0.033, -0.290, 0.584], [-2.683, 1.820, -1.649], [0.959, -1.948, -2.442], [0.059, -0.893, -0.799], [-0.084, -2.927, -0.861], [-2.398, 1.254, -1.035], [-0.144, -1.143, -1.009], [-1.728, 0.487, 0.372], [-0.227, -2.178, 1.716], [1.715, 1.333, -1.812], [0.382, 0.815, 0.519], [1.000, -0.763, -0.793], [-2.385, -0.457, 0.061], [-2.483, 1.515, -2.573], [0.868, 0.813, 2.056], [1.257, 1.267, 0.537], [-2.627, 2.021, -0.081], [-5.689, 0.628, -0.766], [1.371, -0.595, 0.994], [-0.471, -2.390, 1.378], [6.925, 2.019, 0.546], [0.087, 0.448, 0.097]], "nbo_charge": [-0.635, -0.209, -0.266, -0.243, -0.242, -0.232, -0.254, -0.248, -0.235, -0.079, 0.229, 0.220, 0.224, 0.226, 0.230, 0.167, 0.206, 0.367, 0.219, 0.205, 0.193, 0.197, 0.415, 0.158, 0.194, 0.176, 0.146, 0.452, -0.629, -0.697, -0.687, 0.429]}